# C39H40NO17

A cluster of 5 separate species, C39H40NO17 in total (the ωB97M-V functional and the def2-TZVPD basis, the Open Molecules 2025 dataset).

Output
E_tot: -2843.648135 Eh
Net charge: +1
Spin multiplicity: 1
E_HOMO: -11.14 eV
Maximum force: 3.0 eV/A

Last column: Löwdin charge in e.
Atoms and positions in Å:
H 6.907 -1.505 1.571  0.099
O 2.665 -1.724 2.415  -0.076
C 7.852 -3.007 -1.460  -0.065
C -6.565 0.135 6.246  -0.223
C 6.824 -1.984 0.569  -0.070
C 1.473 -2.559 -0.281  -0.117
C 2.055 -2.029 -3.434  -0.132
C -7.570 0.193 5.142  -0.295
O -8.022 8.185 3.273  0.122
C 10.828 -1.218 -6.258  -0.311
O -7.255 0.709 4.084  0.096
H 2.987 -0.997 -0.181  0.133
H 1.243 -2.747 -3.162  0.116
H -2.730 0.977 3.282  0.142
H 3.726 -0.891 -2.524  0.155
H 7.376 -1.090 -5.911  0.133
C -6.859 6.247 2.618  0.083
C -2.220 0.746 1.180  -0.289
H 9.013 -2.210 0.339  0.101
H -0.386 -1.861 0.723  0.100
H 2.221 -3.329 0.049  0.127
C -4.393 1.414 2.033  -0.193
C 8.617 -2.800 -5.376  -0.312
C 11.052 -2.561 -5.725  0.083
C 1.328 -0.633 -3.730  -0.132
C -6.861 -0.400 7.434  0.081
O -6.073 1.819 0.440  0.140
H -9.231 9.042 1.734  0.122
H -6.442 6.127 3.608  0.138
H -8.506 6.815 -0.943  0.138
H -6.093 1.931 2.609  0.110
H 6.464 -3.673 -3.054  0.087
C 5.318 -2.793 -1.339  -0.181
C 9.425 -0.703 -6.298  -0.228
C 3.063 -1.742 -2.224  -0.235
C -9.189 -0.920 6.571  -0.227
H 12.073 -2.916 -5.684  0.141
O -1.057 0.399 1.354  0.065
C 0.643 -2.185 1.018  -0.151
C 6.550 -3.191 -2.052  -0.032
H 9.310 -4.869 -4.588  0.117
O 10.203 -4.544 -4.813  0.104
C -3.125 1.053 2.278  0.091
H 3.285 -0.984 2.311  0.082
H 4.621 -1.917 0.595  0.069
H 10.139 0.866 -7.000  0.123
C 1.376 -1.204 1.994  -0.254
C -8.077 6.705 0.044  0.079
C 10.022 -3.305 -5.310  -0.231
C -2.733 0.866 -0.213  -0.207
H 0.511 -3.152 1.580  0.132
N 1.350 -0.146 -1.206  0.095
H 0.827 -3.013 -1.085  0.121
C 8.028 -2.378 -0.141  -0.067
O -6.868 4.799 -0.625  0.112
H 1.490 -0.154 1.619  0.105
H -5.726 3.894 0.931  0.081
O -1.849 0.594 -1.201  0.060
H -10.358 -1.774 7.739  0.123
O -9.196 8.587 0.870  0.112
H -5.389 0.975 5.064  0.088
H 3.407 -3.904 -1.602  0.129
H 0.040 0.724 -2.630  0.139
C -8.359 7.550 1.041  -0.229
O 7.706 -3.520 -5.002  0.077
H -1.026 0.362 -0.744  0.049
C -4.914 1.508 0.631  -0.293
H 2.584 -2.336 -4.367  0.124
O -5.244 1.702 3.036  0.078
C 2.230 -1.351 -0.940  -0.228
C 0.498 -0.288 -2.432  -0.142
C -6.583 5.402 1.622  -0.216
H 1.975 0.660 -1.377  0.196
C 3.955 -3.029 -2.055  -0.116
H -6.143 -0.446 8.241  0.138
H 0.595 -0.739 -4.564  0.127
C -8.891 -0.380 5.383  0.079
H 2.107 0.146 -3.954  0.126
H -4.373 1.309 -1.477  0.147
O -5.346 0.651 5.986  0.102
O 9.246 0.543 -6.768  0.110
H 0.798 0.131 -0.372  0.138
C -7.165 5.584 0.257  -0.310
C -3.991 1.220 -0.469  0.104
C -7.754 7.384 2.399  -0.311
H 0.755 -1.164 2.933  0.130
H -0.372 -0.972 -2.269  0.145
O 11.732 -0.512 -6.660  0.125
C -8.192 -0.953 7.685  -0.311
O -5.763 4.344 1.798  0.082
H -9.602 -0.347 4.570  0.137
O -10.395 -1.455 6.816  0.114
H 4.211 -3.370 -3.099  0.120
C 5.496 -2.213 -0.023  -0.039
O -8.510 -1.437 8.754  0.123
H 8.799 -3.328 -1.962  0.100
C 8.395 -1.450 -5.885  0.074